C28H36CrN2O3SeSi as an isolated structure. Source: the OMol25 dataset; level of theory: ωB97M-V with the def2-TZVPD basis set.

Output
orbital gap (alpha / beta): 5.390 / 5.740 eV
M: 607.6 Da
2S+1: 5
net charge: -2
DFT total energy: -140392.4831 eV

Cartesian coordinates (Å):
1 Cr -0.2255 0.7270 -0.1286
2 C -3.5131 0.7914 0.6014
3 C -2.9476 -0.4208 0.1904
4 C -2.2254 -0.1883 -1.0040
5 C -2.3651 1.2062 -1.3272
6 C -3.1675 1.7929 -0.3306
7 C -3.4294 3.2613 -0.1760
8 C -1.9506 1.8592 -2.6169
9 C -1.7864 -1.2761 -1.9454
10 C -3.0731 -1.7551 0.8670
11 C -4.2204 1.0129 1.9057
12 H -2.5936 3.7767 0.3176
13 H -4.3199 3.4467 0.4324
14 H -3.5904 3.7575 -1.1389
15 H -1.0012 1.4656 -2.9770
16 H -1.8211 2.9389 -2.4966
17 H -2.6911 1.7097 -3.4164
18 H -1.0012 -0.9423 -2.6241
19 H -2.6255 -1.6411 -2.5564
20 H -1.3743 -2.1241 -1.3933
21 H -2.1347 -2.3144 0.8147
22 H -3.8545 -2.3812 0.4127
23 H -3.3228 -1.6453 1.9256
24 H -3.5213 1.2379 2.7205
25 H -4.7863 0.1276 2.2087
26 H -4.9319 1.8428 1.8478
27 C 1.1628 0.4284 -4.5144
28 O 2.1511 -0.5111 -4.1282
29 C 2.8670 -0.2685 -2.9797
30 C 4.2216 -0.4938 -3.0736
31 C 5.0616 -0.3556 -1.9672
32 C 4.5025 0.0349 -0.7736
33 C 3.1274 0.2779 -0.6445
34 C 2.6899 0.7319 0.6575
35 N 1.4986 1.0473 0.9730
36 N 1.3241 1.5585 2.2540
37 C 0.0654 1.8523 2.4213
38 O -0.8704 1.6930 1.5672
39 C -0.3048 2.4738 3.7312
40 C -1.5440 3.0902 3.8578
41 C -1.9144 3.6849 5.0572
42 C -1.0511 3.6612 6.1432
43 C 0.1854 3.0382 6.0222
44 C 0.5586 2.4509 4.8222
45 C 2.2448 0.1145 -1.7493
46 O 0.9651 0.3042 -1.7065
47 H 0.1926 0.1716 -4.1050
48 H 1.1247 0.3967 -5.6051
49 H 1.4223 1.4392 -4.1899
50 H 4.6080 -0.8041 -4.0378
51 H 6.1212 -0.5596 -2.0508
52 H 5.1220 0.1491 0.1098
53 H 3.4565 0.8417 1.4242
54 H -2.2027 3.0901 2.9989
55 H -2.8830 4.1636 5.1437
56 H -1.3413 4.1183 7.0823
57 H 0.8612 3.0077 6.8691
58 H 1.5162 1.9612 4.7081
59 C 1.0582 -3.5730 -2.3730
60 Si 1.7254 -3.8529 -0.6236
61 C 1.4405 -5.7067 -0.2972
62 C 3.6068 -3.6784 -0.7799
63 Se 0.8534 -2.5591 0.9250
64 H 1.5914 -4.1985 -3.1003
65 H 1.1711 -2.5276 -2.6704
66 H -0.0067 -3.8181 -2.4230
67 H 1.8951 -6.3304 -1.0777
68 H 0.3678 -5.9167 -0.2617
69 H 1.8655 -5.9892 0.6702
70 H 4.0231 -4.4007 -1.4940
71 H 4.0809 -3.8319 0.1938
72 H 3.8626 -2.6709 -1.1187

Cartesian forces (eV/Å) of the 2 atoms listed first:
-0.12 -0.15 0.21
-0.12 0.07 -0.01

C20H28NO2Ti as an isolated structure in a non-equilibrium geometry. Source: the OMol25 dataset; level of theory: ωB97M-V with the def2-TZVPD basis set.

Output
orbital gap (alpha / beta): 7.520 / 8.723 eV
M: 362.3 Da
2S+1: 2
net charge: 0
DFT total energy: -49893.1459 eV

Cartesian coordinates (Å):
1 O 1.0843 -3.0634 -0.5195
2 C 0.1919 -4.1263 0.0568
3 C 1.1024 -5.2614 -0.3606
4 H -0.7990 -4.1312 -0.4256
5 H 0.0780 -4.0226 1.1507
6 C 1.9591 -4.1342 -0.9753
7 H 0.6654 -5.9252 -1.0981
8 H 1.5986 -5.7570 0.4654
9 C 2.0127 -4.2277 -2.4826
10 H 1.0125 -4.3483 -2.9174
11 H 2.6304 -5.0921 -2.7573
12 H 2.4756 -3.3260 -2.9016
13 C 3.3293 -4.0254 -0.3516
14 H 3.2720 -3.9462 0.7381
15 H 3.8440 -3.1434 -0.7448
16 H 3.9108 -4.9126 -0.6120
17 Ti -0.6444 2.8642 0.3476
18 C 0.0902 4.3227 1.9786
19 C -1.1787 3.8298 2.4162
20 C -1.0603 2.4154 2.6294
21 H -2.0767 4.4150 2.5965
22 C 0.2891 2.0255 2.3325
23 C 1.0005 3.2056 1.9183
24 H 2.0618 3.2401 1.6822
25 H 0.3338 5.3690 1.8023
26 H -1.8383 1.7686 3.0284
27 H 0.7164 1.0332 2.4824
28 C -0.5339 4.6683 -1.0277
29 C 0.8147 4.1917 -0.8689
30 C 0.8899 2.8745 -1.4276
31 H 1.6492 4.7783 -0.4930
32 C -0.4059 2.5502 -1.9771
33 C -1.2771 3.6536 -1.7257
34 H -2.3089 3.7402 -2.0541
35 H -0.9088 5.6495 -0.7324
36 H 1.7870 2.2604 -1.5146
37 H -0.6448 1.6671 -2.5708
38 O -1.3628 0.8895 0.0765
39 C -0.2022 0.0177 -0.0296
40 C -0.6816 -1.2624 0.5799
41 H 0.6723 0.4356 0.4957
42 H 0.0466 -0.0858 -1.0929
43 C -2.1911 -1.3087 0.3845
44 H -0.3911 -1.3420 1.6334
45 H -0.2496 -2.0423 -0.0120
46 C -2.5946 0.1471 0.4509
47 H -2.6816 -1.9430 1.1221
48 H -2.3882 -1.7095 -0.6189
49 H -2.8682 0.4554 1.4716
50 H -3.3671 0.4540 -0.2505
51 N -4.0196 3.0524 0.3147
52 C -2.8444 3.1624 0.3878

Cartesian forces (eV/Å) of the 2 atoms listed first:
-0.36 -2.16 0.30
-0.32 0.67 0.40

A 9-piece molecular cluster, C81H162N9O9 overall in a non-equilibrium geometry. Source: the OMol25 dataset; level of theory: ωB97M-V with the def2-TZVPD basis set.

Output
orbital gap (alpha / beta): 7.252 / 8.531 eV
M: 1406.2 Da
2S+1: 10
net charge: 0
DFT total energy: -118438.6751 eV

Cartesian coordinates (Å):
1 C 8.4180 -25.9011 0.4043
2 C 9.7555 -26.5180 0.1942
3 C 10.4342 -25.9931 -1.1219
4 C 10.8538 -24.5618 -1.0485
5 C 11.9136 -24.3648 0.0052
6 C 11.3938 -24.6628 1.4907
7 N 10.5721 -25.9010 1.4396
8 O 10.2620 -26.3665 2.6159
9 C 12.5314 -24.8798 2.5216
10 C 10.5165 -23.5186 1.8414
11 C 9.7463 -28.0496 0.4147
12 H 7.6832 -26.5601 0.8045
13 H 7.9777 -25.6150 -0.5722
14 H 8.4941 -25.0015 0.9507
15 H 11.1954 -26.7470 -1.1715
16 H 9.5874 -26.2322 -1.8642
17 H 10.0270 -23.8621 -0.9191
18 H 11.2786 -24.3015 -2.0009
19 H 12.2552 -23.3543 0.1517
20 H 12.7030 -25.0493 -0.1686
21 H 13.0860 -25.7888 2.5361
22 H 13.2718 -24.0765 2.6308
23 H 11.9912 -24.9309 3.5328
24 H 9.9239 -23.6187 2.7552
25 H 11.1332 -22.6415 2.0211
26 H 9.8677 -23.3092 0.9627
27 H 8.9505 -28.5210 1.0428
28 H 10.7330 -28.5402 0.5261
29 H 9.5077 -28.2854 -0.6437
30 C 19.9541 -23.0632 -5.4123
31 C 19.5200 -24.0674 -6.4085
32 C 20.6707 -24.5584 -7.2798
33 C 20.3669 -25.8148 -7.9858
34 C 20.1674 -26.9277 -6.9944
35 C 19.0081 -26.5867 -6.0357
36 N 18.8967 -25.1655 -5.6878
37 O 17.9494 -24.8873 -4.8617
38 C 17.7544 -27.0752 -6.8474
39 C 18.9643 -27.3199 -4.7428
40 C 18.4102 -23.5726 -7.4369
41 H 20.6118 -22.2755 -5.7720
42 H 20.5468 -23.6496 -4.7079
43 H 19.1806 -22.4517 -4.9408
44 H 20.9609 -23.7594 -7.9127
45 H 21.6036 -24.7882 -6.7543
46 H 21.1331 -26.1264 -8.7257
47 H 19.4629 -25.8940 -8.6573
48 H 21.0656 -26.9108 -6.3647
49 H 20.1075 -27.9660 -7.3364
50 H 16.7823 -26.6858 -6.4824
51 H 17.6063 -26.6983 -7.8857
52 H 17.7521 -28.1289 -6.9147
53 H 19.7606 -26.7561 -4.2153
54 H 18.0689 -27.2386 -4.1303
55 H 19.2791 -28.3220 -4.7476
56 H 18.6986 -22.9123 -8.2310
57 H 17.5554 -23.0813 -6.9041
58 H 17.9602 -24.4065 -7.8884
59 C 17.6359 -35.6984 3.2010
60 C 16.5122 -34.6594 2.8487
61 C 15.1442 -35.3772 2.5787
62 C 13.9820 -34.4255 2.6661
63 C 13.9810 -33.8690 4.0664
64 C 15.1828 -32.9752 4.2579
65 N 16.4059 -33.7192 4.0076
66 O 17.5372 -33.1530 4.4112
67 C 14.9777 -31.7123 3.3422
68 C 15.2969 -32.5443 5.7544
69 C 16.9033 -33.9101 1.5958
70 H 17.2973 -36.3571 4.0447
71 H 18.6047 -35.2404 3.4642
72 H 17.7740 -36.5149 2.4036
73 H 15.3461 -35.7044 1.5792
74 H 14.9800 -36.2258 3.2150
75 H 13.0567 -34.9585 2.3687
76 H 14.1160 -33.7302 1.8413
77 H 13.9085 -34.6696 4.7891
78 H 13.0515 -33.3196 4.2493
79 H 14.3571 -32.0038 2.4882
80 H 14.3572 -31.0256 3.9929
81 H 15.9851 -31.2345 3.1119
82 H 15.9635 -31.7008 5.9241
83 H 14.3206 -32.1814 6.1501
84 H 15.5384 -33.3749 6.3748
85 H 16.1833 -33.0790 1.4614
86 H 17.0120 -34.6382 0.7653
87 H 17.9156 -33.4236 1.6880
88 C 13.1827 -34.3105 -1.2337
89 C 11.7467 -34.3261 -1.5826
90 C 11.3902 -34.6515 -3.0762
91 C 9.9324 -34.8052 -3.2301
92 C 9.4286 -35.8298 -2.2601
93 C 9.6216 -35.5857 -0.8001
94 N 11.1332 -35.3246 -0.7231
95 O 11.6707 -35.2503 0.4753
96 C 8.7776 -34.5354 -0.1451
97 C 9.4910 -36.9072 -0.0123
98 C 11.2095 -32.9182 -1.3012
99 H 13.5681 -35.3409 -1.1537
100 H 13.3623 -33.8819 -0.2542
101 H 13.8324 -33.8026 -1.9270
102 H 11.8708 -33.8794 -3.6957
103 H 11.8216 -35.6049 -3.3200
104 H 9.8872 -35.2722 -4.2398
105 H 9.4251 -33.8441 -3.2239
106 H 9.7462 -36.8401 -2.5285
107 H 8.3357 -35.9006 -2.2282
108 H 7.7421 -34.9558 0.0051
109 H 9.0725 -34.2242 0.8200
110 H 8.7605 -33.6893 -0.8183
111 H 10.0344 -37.5812 -0.6775
112 H 9.9376 -36.9314 0.9992
113 H 8.5320 -37.3749 0.1370
114 H 10.3010 -32.7087 -1.8259
115 H 11.9344 -32.2197 -1.7222
116 H 11.0750 -32.5344 -0.2557
117 C 11.3991 -30.1131 -4.5100
118 C 10.0721 -29.3803 -4.6669
119 C 10.2424 -28.0100 -5.3339
120 C 10.4276 -28.2557 -6.9238
121 C 9.1846 -29.1075 -7.5196
122 C 8.9748 -30.3898 -6.7147
123 N 8.9929 -30.1889 -5.3504
124 O 8.2799 -31.0519 -4.5771
125 C 7.4664 -30.9538 -7.0431
126 C 9.8816 -31.5302 -7.1187
127 C 9.6120 -29.1320 -3.2319
128 H 12.0542 -29.6698 -3.6917
129 H 11.8260 -30.0157 -5.5187
130 H 11.2138 -31.2084 -4.4034
131 H 9.3771 -27.4272 -5.1930
132 H 11.1337 -27.4890 -5.0476
133 H 11.4365 -28.7571 -7.0637
134 H 10.5266 -27.2388 -7.4715
135 H 9.4283 -29.0222 -8.5850
136 H 8.3907 -28.3725 -7.2745
137 H 7.3161 -31.2598 -8.0843
138 H 7.1317 -31.7455 -6.3532
139 H 6.7697 -30.1539 -6.8810
140 H 9.7466 -31.7231 -8.2043
141 H 10.9501 -31.2326 -7.0461
142 H 9.8437 -32.4722 -6.6332
143 H 9.5805 -30.0948 -2.6844
144 H 8.6377 -28.6661 -3.2605
145 H 10.2804 -28.5086 -2.6522
146 C 13.5914 -25.2864 -6.4415
147 C 13.1902 -23.7450 -5.5695
148 C 13.7623 -22.5514 -6.3574
149 C 12.8738 -21.2118 -6.1869
150 C 11.5197 -21.6089 -6.8530
151 C 10.7040 -22.9028 -6.6463
152 N 11.6741 -23.8248 -5.6810
153 O 11.1682 -24.4654 -4.8298
154 C 9.5044 -22.5889 -5.8197
155 C 10.5246 -23.8229 -7.8035
156 C 13.7111 -23.8678 -4.2212
157 H 14.3544 -25.2469 -7.2258
158 H 12.6753 -25.8899 -6.7840
159 H 14.0791 -25.8703 -5.5915
160 H 14.7651 -22.3609 -5.9306
161 H 13.8511 -22.7292 -7.4163
162 H 13.3019 -20.4986 -6.8252
163 H 12.8892 -20.8914 -5.1266
164 H 11.7498 -21.3179 -7.8537
165 H 10.8145 -20.8122 -6.5790
166 H 8.8349 -23.4601 -5.6915
167 H 9.9054 -22.2103 -4.8907
168 H 8.9702 -21.7075 -6.1767
169 H 9.8471 -23.3252 -8.4884
170 H 11.5467 -24.0637 -8.2085
171 H 9.8569 -24.7254 -7.5440
172 H 14.0626 -22.8212 -3.8852
173 H 14.7256 -24.2927 -4.2293
174 H 13.1817 -24.4686 -3.5298
175 C 14.5932 -31.1622 -2.5245
176 C 14.8433 -30.2252 -1.2274
177 C 16.4011 -29.8759 -1.0639
178 C 17.1278 -28.7876 -2.0409
179 C 16.4311 -27.4165 -1.8682
180 C 14.9116 -27.5620 -2.0493
181 N 14.2743 -28.8220 -1.3741
182 O 12.9755 -28.7233 -1.3909
183 C 14.1965 -26.2849 -1.7522
184 C 14.7502 -27.7917 -3.5453
185 C 14.2151 -30.7363 0.0462
186 H 14.4657 -32.1379 -2.0103
187 H 15.5361 -31.2020 -3.1352
188 H 13.6629 -31.0222 -3.0468
189 H 16.5465 -29.5356 -0.0551
190 H 17.1063 -30.7174 -1.1753
191 H 16.9502 -29.2021 -3.0736
192 H 18.2517 -28.8593 -1.9301
193 H 16.8123 -26.7009 -2.6059
194 H 16.6519 -26.8964 -0.8955
195 H 14.8136 -25.4914 -2.1970
196 H 13.1732 -26.2869 -2.1328
197 H 14.0525 -26.1009 -0.6659
198 H 15.4039 -27.0663 -4.0940
199 H 15.1465 -28.6918 -4.0162
200 H 13.7541 -27.7649 -3.9838
201 H 14.2423 -29.9104 0.7285
202 H 14.7005 -31.6215 0.4487
203 H 13.1834 -31.0705 -0.1776
204 C 21.5889 -28.2345 -0.2753
205 C 21.3925 -29.3313 0.7110
206 C 22.5567 -29.3128 1.7748
207 C 22.1927 -30.2231 3.0346
208 C 20.9002 -29.7271 3.7555
209 C 19.7621 -29.7141 2.7306
210 N 20.1709 -29.0249 1.4569
211 O 19.1491 -28.7953 0.5929
212 C 19.2591 -31.0970 2.3923
213 C 18.6153 -28.9613 3.3227
214 C 21.3291 -30.7689 0.0716
215 H 20.8755 -28.2907 -1.0807
216 H 22.5837 -28.1946 -0.7857
217 H 21.2895 -27.3280 0.2415
218 H 23.5071 -29.5931 1.2766
219 H 22.6172 -28.3059 2.1501
220 H 23.0573 -30.0848 3.6461
221 H 22.1306 -31.2796 2.7498
222 H 21.0565 -28.7457 4.0758
223 H 20.6979 -30.3752 4.6089
224 H 18.4851 -31.0022 1.6059
225 H 20.0569 -31.7903 1.9937
226 H 18.7609 -31.6019 3.3002
227 H 17.6288 -28.9721 2.7679
228 H 18.4934 -29.0401 4.4173
229 H 18.8815 -27.9065 3.1176
230 H 22.1130 -30.8411 -0.7001
231 H 20.3386 -30.9803 -0.3667
232 H 21.4252 -31.5053 0.8362
233 C 18.0838 -20.8624 -1.7105
234 C 16.6168 -21.4347 -1.7389
235 C 16.7197 -22.9431 -1.7464
236 C 17.0958 -23.5009 -0.3401
237 C 16.1191 -23.0497 0.7113
238 C 16.0178 -21.5169 0.7298
239 N 15.9740 -20.9667 -0.6019
240 O 15.7217 -19.6728 -0.5218
241 C 14.6938 -21.0923 1.5293
242 C 17.1206 -20.7385 1.5161
243 C 15.8227 -20.8621 -2.9620
244 H 17.9751 -19.7567 -1.7408
245 H 18.6164 -21.2398 -2.5271
246 H 18.5707 -21.1330 -0.7911
247 H 15.7845 -23.5030 -1.8492
248 H 17.4096 -23.3632 -2.4414
249 H 18.1075 -23.2347 -0.1339
250 H 17.0822 -24.6384 -0.4588
251 H 16.3047 -23.6228 1.5983
252 H 15.2214 -23.5440 0.4029
253 H 14.6744 -20.0008 1.6730
254 H 13.8614 -21.2365 0.8681
255 H 14.4284 -21.6177 2.4405
256 H 18.1082 -20.9804 1.0597
257 H 17.0249 -19.7155 1.2838
258 H 17.2742 -20.9719 2.5576
259 H 14.8004 -21.2664 -2.8698
260 H 16.2421 -21.2294 -3.9137
261 H 15.6342 -19.7791 -2.9449

Cartesian forces (eV/Å) of the 2 atoms listed first:
-1.46 0.14 -2.18
1.86 1.37 3.28

A 2-piece molecular cluster, C7H17N2O2PS overall in a non-equilibrium geometry. Source: the OMol25 dataset; level of theory: ωB97M-V with the def2-TZVPD basis set.

Output
orbital gap: 9.442 eV
structure (SMILES): CCOC(=O)CN(C)P(C)S.C=N
M: 224.3 Da
net charge: 0
DFT total energy: -34731.5928 eV

Cartesian coordinates (Å):
1 C 0.3325 0.9531 -0.5292
2 C -0.6665 3.4287 -2.2804
3 C -3.2918 -0.2430 -0.2262
4 C 2.7490 -0.8095 1.6994
5 C 0.4340 -2.1736 2.9873
6 C 1.5979 0.2118 -0.1489
7 C -0.6948 1.9133 -2.6047
8 N -3.5685 -1.2376 -0.9368
9 N 1.4645 -0.3641 1.1540
10 O -0.6426 1.0209 0.1719
11 O 0.3705 1.2491 -1.8718
12 P 0.1309 -1.4407 1.3235
13 S 0.9486 -3.2634 0.3172
14 H -0.7363 3.8164 -1.2156
15 H 0.2776 3.6542 -2.6892
16 H -1.4765 3.7963 -2.8808
17 H -3.4547 0.7391 -0.5852
18 H -3.2637 -0.3036 0.9482
19 H 0.3526 -2.9449 -0.8495
20 H 2.7971 -1.8289 2.2692
21 H 3.4498 -1.0363 0.9167
22 H 3.0554 -0.0008 2.2686
23 H -0.4834 -2.8019 3.2098
24 H 1.4342 -2.6945 3.1498
25 H 0.5106 -1.3138 3.8414
26 H 2.3271 0.9873 -0.2186
27 H 1.8192 -0.6006 -0.8023
28 H -0.7440 1.7685 -3.6369
29 H -1.6422 1.6728 -2.1928
30 H -3.3863 -2.1540 -0.5880

Cartesian forces (eV/Å) of the 2 atoms listed first:
-1.69 -1.37 -1.71
0.21 -0.92 0.29